P.
The following is a DFT calculation (ωB97M-V/def2-TZVPD) of C2H3NO2 in the gas phase.

Structure (XYZ):
```
8
C2H3NO2 (ωB97M-V/def2-TZVPD)
N 0.07 0.47 1.08
C 0.36 0.87 -0.08
O 0.25 -0.03 -1.08
C -0.36 -1.19 -0.54
O 0.22 -2.21 -0.41
H 0.16 1.16 1.81
H 0.70 1.85 -0.42
H -1.42 -1.01 -0.33
```

For the HOMO energy, the calculation gives -0.3940 Eh. The total charge is 0. As for the HOMO-LUMO gap: 11.60 eV.

---

Q.
The following is a DFT calculation (ωB97M-V/def2-TZVPD) of a molecular structure, C2H3NO2.

Structure (XYZ):
```
8
C2H3NO2 (ωB97M-V/def2-TZVPD)
C -0.34 0.68 0.41
C 0.10 -0.71 0.50
N 0.17 1.32 -1.40
O -0.86 1.47 1.10
O 0.21 0.40 -2.14
H -0.44 -1.25 1.27
H -0.01 -1.20 -0.47
H 1.17 -0.70 0.74
```

For the HOMO energy, the calculation gives -0.2926 Eh. The total charge is 0. As for the HOMO-LUMO gap: 7.86 eV.

---

R.
The following is a DFT calculation (ωB97M-V/def2-TZVPD) of C2H3NO2 in the gas phase.

Structure (XYZ):
```
8
C2H3NO2 (ωB97M-V/def2-TZVPD)
N -1.50 -0.22 0.79
C -0.74 -0.38 -0.19
O 0.59 -0.70 0.03
C 1.47 0.33 0.07
O 1.22 1.47 -0.19
H -2.45 -0.04 0.45
H -1.01 -0.36 -1.24
H 2.45 -0.06 0.37
```

For the HOMO energy, the calculation gives -0.4051 Eh. The total charge is 0. As for the HOMO-LUMO gap: 11.91 eV.

---

Pick the most stable structure from those above. Pick: R